No. 1
{
  "formula": "C99H209N11O11",
  "method": "ωB97M-V with the def2-TZVPD basis set",
  "species": ["C", "C", "C", "C", "C", "C", "C", "C", "C", "N", "O", "H", "H", "H", "H", "H", "H", "H", "H", "H", "H", "H", "H", "H", "H", "H", "H", "H", "H", "H", "C", "C", "C", "C", "C", "C", "C", "C", "C", "N", "O", "H", "H", "H", "H", "H", "H", "H", "H", "H", "H", "H", "H", "H", "H", "H", "H", "H", "H", "H", "C", "C", "C", "C", "C", "C", "C", "C", "C", "N", "O", "H", "H", "H", "H", "H", "H", "H", "H", "H", "H", "H", "H", "H", "H", "H", "H", "H", "H", "H", "C", "C", "C", "C", "C", "C", "C", "C", "C", "N", "O", "H", "H", "H", "H", "H", "H", "H", "H", "H", "H", "H", "H", "H", "H", "H", "H", "H", "H", "H", "C", "C", "C", "C", "C", "C", "C", "C", "C", "N", "O", "H", "H", "H", "H", "H", "H", "H", "H", "H", "H", "H", "H", "H", "H", "H", "H", "H", "H", "H", "C", "C", "C", "C", "C", "C", "C", "C", "C", "N", "O", "H", "H", "H", "H", "H", "H", "H", "H", "H", "H", "H", "H", "H", "H", "H", "H", "H", "H", "H", "C", "C", "C", "C", "C", "C", "C", "C", "C", "N", "O", "H", "H", "H", "H", "H", "H", "H", "H", "H", "H", "H", "H", "H", "H", "H", "H", "H", "H", "H", "C", "C", "C", "C", "C", "C", "C", "C", "C", "N", "O", "H", "H", "H", "H", "H", "H", "H", "H", "H", "H", "H", "H", "H", "H", "H", "H", "H", "H", "H", "C", "C", "C", "C", "C", "C", "C", "C", "C", "N", "O", "H", "H", "H", "H", "H", "H", "H", "H", "H", "H", "H", "H", "H", "H", "H", "H", "H", "H", "H", "C", "C", "C", "C", "C", "C", "C", "C", "C", "N", "O", "H", "H", "H", "H", "H", "H", "H", "H", "H", "H", "H", "H", "H", "H", "H", "H", "H", "H", "H", "C", "C", "C", "C", "C", "C", "C", "C", "C", "N", "O", "H", "H", "H", "H", "H", "H", "H", "H", "H", "H", "H", "H", "H", "H", "H", "H", "H", "H", "H"],
  "xyz": [[22.493, 23.179, 17.947], [22.012, 24.214, 16.924], [22.440, 25.594, 17.504], [22.871, 23.943, 15.640], [22.399, 24.903, 14.436], [20.962, 24.677, 14.174], [19.964, 24.711, 15.394], [19.546, 26.119, 15.741], [18.774, 23.881, 15.078], [20.595, 23.999, 16.564], [19.796, 23.861, 17.734], [22.246, 22.199, 17.540], [23.562, 23.248, 18.151], [22.084, 23.406, 18.931], [23.475, 25.662, 17.840], [22.150, 26.379, 16.806], [21.771, 25.873, 18.318], [23.850, 24.270, 15.990], [22.869, 22.899, 15.327], [22.534, 25.962, 14.656], [23.017, 24.729, 13.555], [20.842, 23.864, 13.458], [20.678, 25.500, 13.517], [18.858, 26.518, 14.996], [20.250, 26.939, 15.883], [19.049, 26.131, 16.711], [18.982, 22.829, 14.883], [18.305, 24.210, 14.150], [18.071, 23.885, 15.911], [19.689, 22.908, 17.789], [24.912, 19.869, 11.885], [23.497, 20.526, 11.761], [23.619, 22.078, 11.649], [22.956, 19.915, 10.402], [21.485, 19.886, 10.175], [20.807, 19.182, 11.286], [21.186, 19.714, 12.712], [20.232, 20.915, 13.004], [20.876, 18.512, 13.701], [22.644, 19.999, 12.849], [22.966, 20.644, 13.981], [25.474, 20.539, 12.535], [24.959, 18.934, 12.443], [25.371, 19.881, 10.896], [24.050, 22.479, 12.567], [24.127, 22.446, 10.758], [22.598, 22.445, 11.545], [23.280, 20.572, 9.595], [23.389, 18.933, 10.212], [21.075, 20.895, 10.125], [21.164, 19.425, 9.240], [21.077, 18.127, 11.268], [19.745, 19.244, 11.047], [20.486, 21.434, 13.928], [19.171, 20.721, 12.844], [20.498, 21.734, 12.336], [21.356, 17.542, 13.580], [19.812, 18.300, 13.592], [21.031, 18.764, 14.750], [23.238, 19.933, 14.566], [11.228, 22.547, 21.045], [11.469, 21.743, 22.338], [12.442, 22.578, 23.215], [10.140, 21.411, 23.006], [10.260, 20.240, 24.105], [10.771, 18.996, 23.465], [12.141, 19.162, 22.696], [13.255, 19.108, 23.767], [12.189, 17.867, 21.872], [12.056, 20.415, 21.910], [13.242, 20.513, 21.232], [12.220, 22.940, 20.824], [10.780, 21.898, 20.292], [10.494, 23.353, 21.040], [12.582, 22.194, 24.225], [13.474, 22.565, 22.862], [11.919, 23.532, 23.149], [9.818, 22.312, 23.528], [9.412, 21.028, 22.291], [10.959, 20.564, 24.876], [9.243, 20.075, 24.459], [9.991, 18.577, 22.828], [10.913, 18.222, 24.220], [14.280, 19.198, 23.406], [13.201, 18.255, 24.443], [13.120, 19.978, 24.409], [13.077, 17.899, 21.241], [11.349, 17.701, 21.198], [12.244, 16.963, 22.478], [13.086, 20.222, 20.330], [18.154, 13.649, 15.895], [19.229, 13.762, 16.955], [20.289, 14.706, 16.287], [18.725, 14.561, 18.155], [18.106, 13.813, 19.373], [19.028, 12.689, 19.775], [19.347, 11.734, 18.655], [20.388, 10.833, 19.350], [18.160, 10.849, 18.305], [19.838, 12.454, 17.408], [20.296, 11.672, 16.278], [17.571, 14.568, 15.829], [18.562, 13.407, 14.914], [17.433, 12.906, 16.235], [19.851, 15.624, 15.894], [21.045, 14.875, 17.054], [20.720, 14.161, 15.448], [19.327, 15.397, 18.511], [17.870, 15.199, 17.933], [18.077, 14.609, 20.117], [17.105, 13.439, 19.159], [18.613, 12.096, 20.590], [19.876, 13.266, 20.143], [21.250, 11.442, 19.624], [20.813, 10.097, 18.667], [20.009, 10.309, 20.227], [18.303, 10.468, 17.294], [17.227, 11.411, 18.255], [18.070, 10.027, 19.015], [21.226, 11.908, 16.278], [24.137, 17.913, 22.770], [22.826, 18.420, 23.332], [22.514, 19.669, 22.488], [21.608, 17.505, 23.162], [21.467, 16.376, 24.177], [21.299, 17.050, 25.548], [22.424, 18.076, 25.982], [21.889, 19.147, 26.912], [23.608, 17.247, 26.662], [22.848, 18.791, 24.770], [24.005, 19.598, 25.001], [24.182, 16.837, 22.938], [24.320, 18.155, 21.723], [24.996, 18.238, 23.356], [23.324, 20.398, 22.517], [22.380, 19.546, 21.413], [21.552, 20.098, 22.769], [20.744, 18.169, 23.190], [21.803, 17.125, 22.159], [20.624, 15.744, 23.899], [22.413, 15.844, 24.074], [21.389, 16.236, 26.266], [20.332, 17.524, 25.713], [21.255, 19.870, 26.399], [22.726, 19.709, 27.326], [21.299, 18.716, 27.721], [23.206, 16.553, 27.399], [24.465, 17.826, 27.006], [23.958, 16.529, 25.920], [23.674, 20.499, 24.997], [13.247, 24.563, 14.042], [14.268, 25.191, 15.056], [15.675, 25.234, 14.509], [13.765, 26.610, 15.274], [14.079, 27.107, 16.655], [13.758, 26.129, 17.749], [14.498, 24.752, 17.560], [16.023, 24.925, 17.860], [13.896, 23.740, 18.630], [14.094, 24.285, 16.239], [14.384, 22.965, 16.063], [13.287, 25.115, 13.103], [13.479, 23.550, 13.712], [12.187, 24.716, 14.243], [15.864, 25.560, 13.486], [16.262, 25.957, 15.076], [16.001, 24.205, 14.356], [14.336, 27.316, 14.670], [12.750, 26.893, 14.996], [15.065, 27.549, 16.798], [13.546, 28.035, 16.864], [12.720, 25.937, 18.022], [14.092, 26.570, 18.688], [16.595, 24.008, 17.718], [16.320, 25.397, 18.796], [16.441, 25.536, 17.060], [14.401, 22.774, 18.619], [12.810, 23.649, 18.618], [14.115, 24.052, 19.651], [15.228, 22.975, 15.607], [16.137, 24.784, 22.163], [15.481, 26.034, 22.770], [14.719, 26.781, 21.544], [14.407, 25.548, 23.697], [13.840, 26.596, 24.642], [14.890, 27.411, 25.339], [15.956, 28.031, 24.392], [15.232, 29.223, 23.693], [17.131, 28.617, 25.256], [16.433, 26.957, 23.502], [17.544, 27.268, 22.784], [15.397, 24.069, 21.802], [16.798, 25.078, 21.347], [16.688, 24.147, 22.855], [14.055, 27.580, 21.875], [15.403, 27.315, 20.884], [14.170, 26.008, 21.007], [13.550, 25.090, 23.202], [14.756, 24.603, 24.112], [13.067, 27.152, 24.111], [13.268, 25.999, 25.352], [15.316, 26.688, 26.033], [14.331, 28.224, 25.801], [15.198, 30.082, 24.364], [14.214, 28.986, 23.385], [15.676, 29.452, 22.724], [17.690, 27.810, 25.729], [16.740, 29.251, 26.051], [17.855, 29.177, 24.664], [18.120, 26.564, 23.091], [17.899, 16.497, 11.236], [16.606, 16.572, 12.084], [16.839, 17.240, 13.493], [15.562, 17.427, 11.379], [14.926, 16.775, 10.074], [14.299, 15.443, 10.403], [15.246, 14.502, 11.205], [14.180, 13.565, 11.787], [16.135, 13.698, 10.236], [15.954, 15.251, 12.269], [16.535, 14.401, 13.171], [17.780, 16.565, 10.155], [18.538, 17.313, 11.574], [18.504, 15.616, 11.447], [17.449, 16.545, 14.069], [17.428, 18.133, 13.285], [15.963, 17.460, 14.104], [14.800, 17.621, 12.134], [15.993, 18.401, 11.148], [14.116, 17.394, 9.689], [15.706, 16.609, 9.331], [14.150, 14.978, 9.429], [13.324, 15.559, 10.877], [13.788, 13.922, 12.739], [14.682, 12.648, 12.095], [13.385, 13.395, 11.060], [16.913, 13.205, 10.819], [16.449, 14.220, 9.332], [15.606, 12.850, 9.800], [15.808, 14.375, 13.797], [18.073, 24.647, 26.112], [19.438, 24.369, 25.419], [20.540, 24.392, 26.459], [19.380, 22.940, 24.810], [20.393, 22.533, 23.762], [20.367, 23.567, 22.618], [20.582, 25.086, 23.120], [22.035, 25.371, 23.513], [20.223, 25.924, 21.920], [19.617, 25.318, 24.276], [19.687, 26.645, 24.708], [17.882, 23.691, 26.600], [18.211, 25.533, 26.731], [17.266, 24.751, 25.387], [20.904, 25.419, 26.464], [20.240, 24.097, 27.464], [21.328, 23.722, 26.115], [19.608, 22.287, 25.652], [18.343, 22.772, 24.521], [21.409, 22.593, 24.154], [20.278, 21.525, 23.366], [19.452, 23.493, 22.030], [21.152, 23.366, 21.890], [22.097, 26.424, 23.787], [22.677, 25.250, 22.640], [22.465, 24.757, 24.304], [20.196, 26.985, 22.168], [19.174, 25.794, 21.657], [21.002, 25.750, 21.177], [18.808, 26.997, 24.552], [18.216, 19.899, 15.958], [18.043, 19.438, 17.443], [16.997, 18.300, 17.434], [19.412, 18.811, 17.841], [19.494, 18.666, 19.414], [19.074, 19.991, 20.187], [17.697, 20.571, 19.778], [16.626, 19.705, 20.343], [17.662, 21.999, 20.288], [17.678, 20.559, 18.333], [16.606, 21.351, 17.846], [18.963, 20.693, 15.942], [18.716, 19.115, 15.390], [17.319, 20.142, 15.389], [17.222, 17.694, 18.311], [15.974, 18.674, 17.465], [16.892, 17.794, 16.474], [19.392, 17.754, 17.575], [20.221, 19.374, 17.374], [18.997, 17.767, 19.778], [20.493, 18.371, 19.734], [19.911, 20.627, 19.899], [19.001, 19.849, 21.265], [16.860, 18.658, 20.156], [15.619, 19.823, 19.942], [16.314, 19.844, 21.378], [18.098, 22.155, 21.275], [16.648, 22.398, 20.273], [18.266, 22.578, 19.590], [15.960, 20.863, 18.361], [22.748, 17.544, 16.298], [23.892, 17.595, 17.279], [23.558, 16.914, 18.708], [25.083, 16.813, 16.610], [26.508, 17.015, 17.264], [26.815, 18.529, 17.373], [25.635, 19.501, 17.891], [25.738, 19.549, 19.352], [26.070, 20.854, 17.382], [24.282, 19.069, 17.402], [23.238, 19.815, 17.923], [21.911, 17.963, 16.857], [22.974, 18.104, 15.390], [22.548, 16.498, 16.068], [22.855, 17.639, 19.117], [23.141, 15.936, 18.470], [24.370, 16.908, 19.435], [24.924, 15.739, 16.516], [25.285, 17.190, 15.608], [26.665, 16.536, 18.230], [27.202, 16.487, 16.610], [27.079, 18.953, 16.404], [27.729, 18.662, 17.952], [25.274, 18.701, 19.856], [25.293, 20.405, 19.859], [26.786, 19.571, 19.651], [25.487, 21.715, 17.710], [26.127, 20.984, 16.301], [27.129, 20.964, 17.615], [23.065, 20.448, 17.223]],
  "homo_ha": -0.291,
  "gap_ev": 8.231,
  "de_lowest_kcal_mol": 158.5
}

No. 2
{
  "formula": "C9H10AuBrF3N2O3",
  "method": "ωB97M-V with the def2-TZVPD basis set",
  "species": ["Au", "O", "C", "C", "C", "N", "C", "Br", "C", "H", "H", "H", "H", "N", "C", "C", "C", "O", "O", "H", "H", "H", "H", "H", "H", "F", "C", "F", "F"],
  "xyz": [[-0.442, 0.662, -0.675], [-1.993, -5.008, 1.521], [-1.765, -3.768, 1.136], [-2.233, -2.634, 1.817], [-1.950, -1.383, 1.317], [-1.243, -1.203, 0.203], [-0.782, -2.278, -0.439], [0.215, -1.899, -1.993], [-1.007, -3.567, -0.032], [-2.525, -5.068, 2.329], [-2.808, -2.724, 2.727], [-2.300, -0.490, 1.814], [-0.624, -4.415, -0.578], [0.667, 2.145, -2.028], [2.123, 2.100, -1.871], [2.569, 2.396, -0.469], [2.720, 0.937, 0.433], [3.754, 0.969, 1.015], [1.761, 0.220, 0.262], [0.419, 1.932, -2.992], [0.310, 3.077, -1.818], [2.605, 2.827, -2.542], [2.472, 1.110, -2.186], [1.857, 2.955, 0.132], [3.561, 2.832, -0.413], [-0.250, 2.701, 1.438], [-1.237, 2.285, 0.621], [-2.274, 1.934, 1.382], [-1.598, 3.352, -0.114]],
  "homo_ha": [-0.402, -0.402],
  "gap_ev": [4.056, 4.062],
  "charge": 1,
  "de_lowest_kcal_mol": 74.6
}

No. 3
{
  "formula": "C9H10B2O4",
  "method": "ωB97M-V with the def2-TZVPD basis set",
  "species": ["B", "B", "C", "C", "C", "C", "C", "C", "C", "C", "C", "O", "O", "O", "O", "H", "H", "H", "H", "H", "H", "H", "H", "H", "H"],
  "xyz": [[-0.762, -2.417, 1.111], [1.078, 2.012, 1.490], [-0.113, -0.582, -2.919], [-0.004, 0.771, -3.136], [-0.164, -1.162, -1.679], [0.020, 1.542, -1.991], [-0.187, -0.376, -0.552], [-0.112, 0.988, -0.717], [-0.586, 0.044, 1.693], [-0.503, -0.905, 0.781], [-0.106, 1.813, 0.490], [-0.143, -3.341, 0.367], [-1.805, -2.617, 1.871], [2.392, 1.697, 1.131], [0.754, 2.577, 2.639], [0.018, -1.128, -3.879], [0.007, 1.124, -4.215], [-0.006, -2.198, -1.467], [0.136, 2.535, -1.944], [-0.945, 0.212, 2.653], [-0.847, 2.472, 0.787], [-0.274, -4.278, 0.693], [-2.305, -3.498, 1.787], [3.004, 1.863, 1.806], [1.452, 2.851, 3.202]],
  "homo_ha": -0.296,
  "gap_ev": 8.181,
  "de_lowest_kcal_mol": 37.2
}